ORCA calculation (wB97M-V/def2-TZVPD) on C3H2O3Sm as an isolated structure in a non-equilibrium geometry.

## Properties
Charge: +2
F_max in hartree/bohr: 0.0752
Energy in hartree: -998.51126
Kohn-Sham gap (spin up / spin down) in eV: 6.9 / 7.1
Spin multiplicity: 7
LUMO level (spin up / spin down) in eV: -9.86 / -9.67
HOMO energy (spin up / spin down) in eV: -16.7 / -16.8
Expectation value of S²: 12.0064

Geometry as XYZ:
```
9
Properties=species:S:1:pos:R:3:nbo_charge:R:1
C 0.8640 0.5585 1.8022 -0.65
C 1.3243 -0.1108 0.7935 0.72
O 1.2323 -0.4508 -0.3519 -0.67
C -1.6409 0.4055 -1.4518 1.08
O -2.0382 1.1892 -0.6823 -0.38
O -1.3414 -0.5596 -2.0495 -0.69
H 1.0660 0.2573 2.8287 0.30
Sm 0.6816 -2.3897 -2.4012 1.96
H -0.1478 1.1004 1.5122 0.33
```

=====

ORCA calculation (wB97M-V/def2-TZVPD) on an isolated molecule of C3H2O4S in a non-equilibrium geometry.

## Properties
F_max in hartree/bohr: 0.0275
Energy in hartree: -814.65889
Kohn-Sham gap in eV: 8.8
LUMO level in eV: -1.58
HOMO energy in eV: -10.4
SMILES: O=C(O)C(=O)C(=O)S

Geometry as XYZ:
```
10
Properties=species:S:1:pos:R:3:nbo_charge:R:1
C -1.1986 0.7015 0.1847 0.31
C 0.0358 -0.2096 0.0842 0.40
C 1.3973 0.4423 -0.1606 0.68
H -2.3015 -1.2417 -0.4647 0.15
H 1.9972 -1.2704 0.2880 0.50
O -1.0934 1.8236 0.6131 -0.47
O -0.0391 -1.3980 0.2220 -0.48
O 2.4133 -0.4062 0.0716 -0.64
O 1.5410 1.5678 -0.5587 -0.49
S -2.7520 -0.0093 -0.2797 0.05
```

=====

ORCA calculation (wB97M-V/def2-TZVPD) on C3H2O4Yb as an isolated structure in a non-equilibrium geometry.

## Properties
Charge: +1
F_max in hartree/bohr: 0.0862
Energy in hartree: -1574.89588
Kohn-Sham gap (spin up / spin down) in eV: 7.9 / 5.5
Spin multiplicity: 2
LUMO level (spin up / spin down) in eV: -6.03 / -7.56
HOMO energy (spin up / spin down) in eV: -13.9 / -13.1
Expectation value of S²: 0.7636

Geometry as XYZ:
```
10
Properties=species:S:1:pos:R:3:nbo_charge:R:1
H -0.3166 1.7038 -0.9635 0.25
C 0.7053 1.1819 0.7897 0.15
C 0.2870 0.9184 -0.4719 0.08
O 0.2408 -0.4437 -0.8046 -0.64
C -0.9990 -1.1541 -0.8052 0.95
O -1.9145 -0.7869 -1.5001 -0.52
O -0.8836 -2.1396 -0.0089 -0.87
Yb 0.8712 -1.7374 1.0712 2.22
O 1.0605 0.2366 1.6438 -0.84
H 0.9489 2.2209 1.0494 0.21
```

=====

ORCA calculation (wB97M-V/def2-TZVPD) on an isolated molecule of C3H2OS in a non-equilibrium geometry.

## Properties
F_max in hartree/bohr: 0.0881
Energy in hartree: -588.83383
Kohn-Sham gap in eV: 10.0
LUMO level in eV: -0.28
HOMO energy in eV: -10.3
SMILES: C#CC(=O)S

Geometry as XYZ:
```
7
Properties=species:S:1:pos:R:3:nbo_charge:R:1
C -0.4805 -0.5246 0.0483 0.30
C 0.7709 0.3764 0.1823 -0.15
C 1.9328 0.8219 -0.0529 -0.15
H -2.8066 -0.6674 0.1842 0.14
H 2.9340 1.3234 -0.0933 0.26
O -0.3919 -1.6391 -0.5207 -0.51
S -1.9588 0.3094 0.2522 0.10
```

=====

ORCA calculation (wB97M-V/def2-TZVPD) on a 2-piece molecular cluster, C3H2OS overall in a non-equilibrium geometry.

## Properties
F_max in hartree/bohr: 0.0698
Energy in hartree: -588.56468
Kohn-Sham gap (spin up / spin down) in eV: 5.4 / 3.5
LUMO level (spin up / spin down) in eV: -3.15 / -4.02
HOMO energy (spin up / spin down) in eV: -8.6 / -7.5

Geometry as XYZ:
```
7
Properties=species:S:1:pos:R:3:nbo_charge:R:1
C 0.2377 0.0972 -0.4718 -0.29
C -2.0616 0.2770 -0.3433 0.25
C -3.2966 0.4324 -0.1437 -0.72
O -5.3804 -1.0409 0.1389 -0.72
S -4.9720 0.3794 -0.0319 1.28
H 0.4509 -0.9278 -0.5308 0.11
H 0.2525 0.5031 0.4629 0.10
```

=====

ORCA calculation (wB97M-V/def2-TZVPD) on an isolated molecule of C3H2OS2 in a non-equilibrium geometry.

## Properties
F_max in hartree/bohr: 0.0984
Energy in hartree: -987.01125
Kohn-Sham gap in eV: 6.5
LUMO level in eV: -2.66
HOMO energy in eV: -9.2
SMILES: O=CC(=S)C=S

Geometry as XYZ:
```
8
Properties=species:S:1:pos:R:3:nbo_charge:R:1
C 0.5113 1.6024 -0.1356 0.34
C 0.5953 0.1533 -0.0082 -0.25
C -0.4813 -0.6679 0.4004 -0.36
H 1.5994 2.2069 -0.3015 0.17
H 0.0399 -1.2944 1.2699 0.24
O -0.6160 2.1176 0.1446 -0.45
S 1.9892 -0.7742 -0.0725 0.16
S -2.0182 -0.7496 -0.1565 0.16
```

=====

ΔE to the lowest compared entry with this formula, charge and spin, record by record: 0.2203 0.3457 1.7937 1.3328 8.6565 3.0241 eV